Density functional theory data (wB97M-V/def2-TZVPD) for C5H8O in the gas phase in a non-equilibrium geometry.

```
! RIJCOSX wB97M-V def2-TZVPD def2/J DEFGRID3
* xyz 0 1
C -1.1662 1.2257 2.0333
C -0.6304 0.1141 1.1923
C 0.2487 0.2679 0.2198
C 0.7831 -0.7964 -0.6463
C 0.8112 -0.7550 -1.9705
O 1.2706 -1.8496 -2.6606
H -2.1002 1.6067 1.5908
H -1.5027 1.0391 3.0516
H -0.4379 2.0372 2.0406
H -0.9440 -0.8792 1.5115
H 0.6053 1.2648 -0.0402
H 1.1102 -1.7215 -0.1798
H 0.4082 0.0459 -2.5788
H 1.5441 -1.5996 -3.5637
*
```

Computed properties:
structure (SMILES)	C/C=C/C=C/O
energy above the lowest of the compared OMol25 structures with the same formula, charge and spin	155.11	kJ/mol
HOMO-LUMO gap	0.3369	Eh